No. 1
{
  "formula": "C8H17NSi",
  "method": "ωB97M-V/def2-TZVPD",
  "symbols": ["C", "C", "C", "C", "C", "C", "C", "C", "N", "Si", "H", "H", "H", "H", "H", "H", "H", "H", "H", "H", "H", "H", "H", "H", "H", "H", "H"],
  "positions_angstrom": [[3.66489, -1.47578, 0.24754], [-2.62928, 0.91509, 0.60443], [-0.30922, 2.04279, 0.65158], [-1.51765, 1.94100, -1.44700], [-1.07060, -1.82177, 0.85103], [0.78723, -0.99079, -1.55826], [3.10067, -2.14522, 1.20399], [-1.33165, 1.28224, -0.10865], [4.19691, -0.74505, -0.58900], [-0.48154, -0.48361, -0.43003], [-3.33069, 1.76946, 0.70211], [-3.23492, 0.09278, -0.04505], [-2.34181, 0.44569, 1.62539], [0.18013, 1.50039, 1.52595], [-0.80078, 2.89147, 1.20424], [0.43589, 2.43171, -0.05833], [-1.48749, 3.12223, -1.31845], [-0.64101, 1.76362, -2.16070], [-2.53560, 1.61145, -1.84429], [-1.93590, -2.37218, 0.48395], [-0.23151, -2.45333, 0.84686], [-1.33407, -1.51547, 1.77507], [1.73004, -1.48725, -1.36697], [0.91207, -0.43692, -2.44201], [4.31155, -1.03483, -1.60334], [2.06032, -2.05862, 1.54759], [3.83402, -2.78908, 1.70232]],
  "forces_ev_per_angstrom": [[0.139, 1.406, -1.972], [-0.910, -1.756, 0.032], [0.555, 0.905, 2.527], [-0.511, 2.115, -1.199], [0.175, 0.662, -3.669], [-1.254, 0.855, 1.746], [0.288, -0.668, 0.929], [0.366, -2.667, -1.310], [0.113, -0.857, -0.449], [0.798, -0.911, 0.181], [0.500, -0.319, 0.279], [1.378, 1.790, 1.631], [-0.968, 0.889, -1.595], [-0.307, 0.291, -1.269], [0.337, -0.291, -0.771], [0.005, -0.133, 0.609], [-0.500, -2.203, -0.250], [-1.373, -0.070, 0.766], [1.532, 0.627, -0.099], [0.083, -0.049, -0.383], [1.031, -1.231, 0.277], [-0.478, 1.204, 3.158], [-0.598, -0.865, 0.353], [0.000, 1.122, -1.091], [-0.474, 0.142, 1.807], [0.727, -0.008, -0.422], [-0.652, 0.023, 0.182]],
  "mulliken_charge": [0.556, -1.465, -1.784, -1.494, -1.288, -0.858, -0.732, 1.608, -0.502, 0.338, 0.401, 0.304, 0.297, 0.393, 0.395, 0.407, 0.326, 0.342, 0.347, 0.397, 0.341, 0.503, 0.137, 0.305, 0.299, 0.185, 0.242],
  "homo_lumo_gap_ev": 8.3171,
  "relative_energy_kj_mol": 392.8,
  "lumo_ev": 0.578,
  "total_charge": 0
}

No. 2
{
  "formula": "C29H31INO2PRuTe",
  "method": "ωB97M-V/def2-TZVPD",
  "symbols": ["Ru", "I", "C", "C", "C", "C", "C", "C", "C", "C", "C", "P", "C", "C", "C", "C", "C", "C", "C", "C", "C", "C", "C", "C", "C", "H", "H", "H", "H", "H", "H", "H", "H", "H", "H", "H", "H", "H", "H", "H", "H", "O", "C", "O", "C", "N", "C", "C", "C", "H", "H", "H", "H", "H", "H", "H", "H", "H", "C", "Te", "C", "H", "H", "H", "H", "H", "H"],
  "positions_angstrom": [[0.39361, 1.05252, -0.45252], [1.36345, -0.54200, -2.44720], [0.49289, -2.46076, -2.28341], [0.94844, -3.38335, -3.39911], [0.91103, -4.69177, -3.10985], [0.45520, -5.25805, -1.92623], [-0.18699, -4.44246, -0.90839], [-0.74825, -5.05708, 0.23960], [-1.38250, -4.15315, 1.23719], [-1.49794, -2.82019, 0.90413], [-0.86946, -2.19532, -0.25824], [-1.40885, -0.49959, -0.49440], [-2.50845, -0.53138, -1.90888], [-2.88743, 0.74976, -2.50155], [-3.81865, 0.73054, -3.53570], [-4.36478, -0.44894, -4.02838], [-4.05232, -1.64951, -3.38729], [-3.16772, -1.64886, -2.34790], [-2.25449, 0.33898, 0.83146], [-3.64225, 0.59408, 0.69583], [-4.31405, 1.31745, 1.65631], [-3.65242, 1.90062, 2.74129], [-2.31044, 1.58763, 2.89352], [-1.60879, 0.74630, 1.99991], [-0.17634, -3.01996, -1.09727], [1.50411, -2.90760, -4.19399], [1.39116, -5.39436, -3.79256], [0.39037, -6.33076, -1.67053], [-0.84788, -6.12381, 0.50334], [-1.88261, -4.58681, 2.06167], [-2.01355, -2.14974, 1.53334], [-2.49395, 1.66171, -2.08626], [-4.19421, 1.68307, -3.94691], [-5.08208, -0.47643, -4.81984], [-4.55943, -2.55564, -3.64844], [-2.97664, -2.60981, -1.84809], [-4.16817, 0.17038, -0.16693], [-5.36204, 1.44736, 1.65232], [-4.21666, 2.54149, 3.42250], [-1.83301, 1.88877, 3.79306], [-0.61034, 0.41329, 2.29074], [2.47904, 1.67420, -0.40861], [2.79965, 0.86428, 0.53998], [1.93558, 0.06100, 0.95199], [4.23555, 0.85783, 1.00061], [4.36866, -0.14805, 2.09514], [5.51806, 0.38650, 2.98779], [5.23729, 1.88777, 3.01793], [4.80558, 2.18480, 1.55008], [4.86263, 0.37530, 0.17595], [4.63893, -1.07574, 1.69103], [3.56221, -0.23687, 2.73649], [6.45953, 0.06685, 2.44047], [5.49337, -0.06059, 4.00157], [5.99327, 2.55802, 3.41362], [4.33030, 1.97852, 3.64130], [5.74121, 2.36536, 0.95468], [4.10853, 3.01695, 1.43413], [-0.54381, 4.41974, 1.46018], [-0.85109, 3.50607, -0.46320], [0.71499, 4.52768, -1.50478], [-0.40944, 5.50814, 1.24488], [0.32764, 4.02272, 1.89966], [-1.50803, 4.21689, 1.85374], [1.66300, 4.17549, -1.07027], [0.62373, 5.55328, -1.19513], [0.65603, 4.42726, -2.64557]],
  "forces_ev_per_angstrom": [[0.067, -0.255, 0.181], [-0.459, -0.347, -0.126], [0.969, -3.137, -2.269], [-0.914, 6.941, 4.309], [0.155, -5.787, 1.107], [-1.250, 0.575, 0.457], [0.883, -2.590, -0.582], [-2.033, 2.650, 3.139], [1.975, -4.210, -3.764], [1.746, 2.839, -2.442], [-2.368, -0.843, 4.097], [0.351, 1.076, -1.293], [-0.145, 2.939, -0.542], [0.047, -2.297, 0.251], [-0.031, 1.367, -0.024], [0.364, -0.902, 0.991], [-0.671, 0.882, -0.722], [0.877, -2.003, 0.977], [-0.877, -0.684, 0.492], [0.202, -0.381, -0.537], [0.428, 0.314, 0.464], [0.212, -0.393, -0.810], [0.320, -0.722, -0.092], [-0.339, 0.921, 0.828], [1.268, 2.508, -2.867], [-0.239, -0.398, -0.480], [-0.252, 0.152, -0.128], [0.625, 0.552, -0.818], [0.542, 0.496, -0.813], [-0.287, -0.239, 0.925], [-0.815, 0.466, 0.835], [-0.004, 0.242, -0.171], [0.448, -0.519, 0.175], [-0.267, 0.304, -0.414], [-0.092, -0.337, -0.246], [-0.072, 0.355, -0.224], [0.082, 0.316, 0.430], [-1.040, 0.012, -0.554], [0.390, -0.296, -0.017], [0.554, 0.312, 0.574], [-0.084, 0.142, -0.299], [-0.121, -0.191, 0.717], [-0.141, 0.833, -1.721], [-0.337, -0.215, 0.652], [0.125, -1.006, -0.521], [1.183, -0.765, 1.427], [1.486, -0.389, -0.250], [-1.787, -0.639, -0.756], [1.696, -0.043, -0.557], [-0.840, 1.183, 0.706], [-0.596, 0.797, 0.792], [0.024, -0.107, -0.869], [-0.940, 0.613, 0.829], [-0.077, -0.065, -0.795], [0.238, -0.271, -0.094], [0.387, 0.293, 0.089], [-1.009, 0.299, 0.478], [0.223, -0.118, 0.017], [-0.131, 1.297, -2.032], [0.448, -0.029, -0.582], [0.478, -0.501, -0.947], [-0.212, -0.859, 0.176], [0.621, -0.553, 0.876], [-0.429, -0.063, 1.166], [-0.288, -0.105, -0.503], [-0.275, 0.563, -0.144], [0.008, 0.022, 1.847]],
  "lowdin_spin": [2.422, 0.078, -0.032, 0.180, 0.119, 0.002, 0.179, -0.030, 0.191, 0.243, -0.003, 0.001, 0.003, 0.004, 0.002, 0.002, 0.001, 0.001, 0.046, 0.009, 0.011, 0.026, 0.002, 0.043, 0.140, 0.007, 0.003, -0.001, -0.004, 0.007, 0.011, 0.002, 0.000, 0.000, 0.000, 0.000, 0.000, 0.001, 0.001, -0.001, 0.003, 0.059, 0.018, 0.073, 0.004, 0.001, 0.000, 0.000, 0.001, 0.001, 0.000, 0.000, 0.000, 0.000, 0.000, 0.000, 0.000, 0.000, 0.031, 0.122, 0.014, 0.002, 0.002, 0.000, 0.002, 0.001, 0.000],
  "homo_lumo_gap_ev": [6.4771, 3.4985],
  "relative_energy_kj_mol": 21.7,
  "s_squared": 6.073,
  "lumo_ev": [-12.659, -15.736],
  "total_charge": 4,
  "multiplicity": 5
}